Formula: C40H56F3N2O2S3SbSe4Ti
Source: the OMol25 dataset
Level of theory: wB97M-V/def2-TZVPD

Each line ends with the Mulliken spin population.
Positions of all 112 atoms, in Å:
1 Ti -0.34279 -1.53063 0.44932  0.00
2 C 2.39733 5.27516 -0.21329  0.00
3 C 1.35647 4.65428 -1.15447  0.00
4 C 2.05832 4.29487 -2.46562  0.00
5 C 0.26614 5.69113 -1.45922  0.00
6 C 0.71488 3.43339 -0.49144  0.00
7 C 0.65581 2.19748 -1.12702  0.00
8 C 0.06178 1.11453 -0.49108  0.00
9 N -0.03365 -0.18761 -0.95583  0.00
10 C 0.66835 -0.69292 -2.05612  0.02
11 C 0.76814 -0.14911 -3.32272  -0.02
12 C 1.44989 -0.84252 -4.32383  0.01
13 C 1.94055 -2.10663 -4.02201  -0.02
14 C 1.85226 -2.69433 -2.75299  0.03
15 C 1.26834 -1.93144 -1.74514  0.01
16 O 1.14719 -2.28701 -0.43888  0.01
17 C 2.38788 -4.09952 -2.46983  -0.02
18 C 3.45836 -4.02866 -1.36952  0.00
19 C 1.23857 -5.00654 -2.00812  0.02
20 C 3.02592 -4.73354 -3.70723  0.00
21 C 1.68845 -0.17407 -5.68000  0.00
22 C 2.66608 0.99325 -5.46012  0.00
23 C 2.30857 -1.13164 -6.70013  0.00
24 C 0.39652 0.37935 -6.29275  -0.01
25 C -0.42808 1.24044 0.83001  0.00
26 O -0.75677 0.04835 1.39123  0.00
27 C -0.44643 2.48658 1.45564  0.00
28 C 0.13535 3.55476 0.76243  0.00
29 C -1.08578 2.80254 2.81387  0.00
30 C -2.17620 3.86519 2.59486  0.00
31 C -0.02043 3.35292 3.77210  0.00
32 C -1.75252 1.60635 3.49196  0.00
33 H 2.87411 6.13534 -0.69119  0.00
34 H 3.17153 4.54672 0.03575  0.00
35 H 1.94609 5.61640 0.71894  0.00
36 H 2.56832 5.17642 -2.86081  0.00
37 H 1.34787 3.95498 -3.22225  0.00
38 H 2.80390 3.51070 -2.32013  0.00
39 H 0.69792 6.57544 -1.93697  0.00
40 H -0.24212 6.00825 -0.54716  0.00
41 H -0.48431 5.26846 -2.13029  0.00
42 H 1.10194 2.05077 -2.09779  0.00
43 H 0.26151 0.78096 -3.54386  0.00
44 H 2.41824 -2.67324 -4.80542  0.00
45 H 3.04129 -3.63948 -0.44269  0.00
46 H 4.28001 -3.37615 -1.67626  0.00
47 H 3.86202 -5.02655 -1.17779  0.00
48 H 0.65610 -4.54330 -1.21451  -0.01
49 H 1.63631 -5.95309 -1.63090  0.00
50 H 0.56261 -5.22898 -2.83795  0.00
51 H 3.86907 -4.14590 -4.07804  0.00
52 H 2.30300 -4.85518 -4.51666  0.00
53 H 3.39979 -5.72537 -3.44288  0.00
54 H 3.58278 0.64544 -4.97900  0.00
55 H 2.22084 1.75844 -4.81989  0.00
56 H 2.92778 1.45837 -6.41495  0.00
57 H 3.29001 -1.48918 -6.38267  0.00
58 H 2.43740 -0.60903 -7.65123  0.00
59 H 1.65909 -1.99138 -6.87675  0.00
60 H -0.18338 0.96332 -5.57778  0.00
61 H -0.24816 -0.43078 -6.63052  0.00
62 H 0.63721 1.02298 -7.14338  0.00
63 H 0.13796 4.52556 1.24297  0.00
64 H -1.75847 4.80855 2.24063  0.00
65 H -2.70705 4.06001 3.53049  0.00
66 H -2.89898 3.52243 1.85127  0.00
67 H 0.42612 4.27488 3.39706  0.00
68 H 0.78133 2.62426 3.91092  0.00
69 H -0.46622 3.56563 4.74813  0.00
70 H -2.43910 1.08550 2.82553  0.00
71 H -2.31281 1.96294 4.36159  0.00
72 H -1.01326 0.89034 3.83618  0.00
73 Se -3.39686 -5.23338 -3.89096  0.21
74 Sb -2.42362 -3.14839 -3.36346  0.20
75 Se -1.66477 -3.24202 1.78978  0.22
76 Se -1.88927 -3.19683 -0.62928  -0.05
77 Se -2.45042 -1.52502 -5.12792  0.39
78 C -0.68346 -3.64955 7.45020  0.00
79 C -1.98741 -3.72011 6.66398  0.00
80 S -1.98153 -3.23626 4.91703  0.01
81 C -1.24484 -1.59145 5.00231  0.01
82 C 0.29176 -1.46919 4.86638  0.00
83 S 1.11290 -2.90536 4.11506  0.00
84 C 2.45874 -3.17269 5.28360  0.00
85 C 2.04726 -3.54616 6.71279  0.00
86 S 0.67767 -4.72555 6.89178  0.00
87 H -0.90835 -3.93389 8.48047  0.00
88 H -0.31366 -2.62477 7.47645  0.00
89 H -2.70765 -3.08066 7.18315  0.00
90 H -2.39056 -4.73338 6.67309  0.00
91 H -1.56381 -1.14736 5.94894  0.00
92 H -1.72499 -1.01559 4.21347  -0.01
93 H 0.73771 -1.30610 5.84748  0.00
94 H 0.52380 -0.60087 4.25312  0.00
95 H 3.10572 -2.29342 5.32542  0.00
96 H 3.02927 -3.98467 4.83094  0.00
97 H 1.77963 -2.65585 7.28161  0.00
98 H 2.90725 -3.98899 7.21799  0.00
99 F -5.19254 4.32668 0.17712  0.00
100 C -5.83849 3.14646 0.09928  0.00
101 F -6.73188 3.26489 -0.90342  0.00
102 F -6.54157 3.00784 1.23556  0.00
103 C -4.88802 2.00754 -0.13606  0.00
104 C -4.01296 2.07353 -1.21023  0.00
105 C -3.15360 1.00469 -1.41219  0.01
106 N -3.14116 -0.06819 -0.62816  0.00
107 C -3.99615 -0.13140 0.38336  0.00
108 C -4.89088 0.88957 0.67981  0.00
109 H -3.99460 2.93369 -1.86611  0.00
110 H -2.45023 0.99954 -2.23798  -0.01
111 H -3.96530 -1.04017 0.97690  0.00
112 H -5.55990 0.81300 1.52489  0.00

Properties
Energy relative to the best compared isomer or geometry (same formula, charge and spin) (kcal per mole): 0.0
Multiplicity: 2
LUMO (spin up / spin down) (eV): 1.21 / -0.27
Charge: -1
HOMO energy (spin up / spin down) (Eh): -0.1776 / -0.1760
HOMO-LUMO gap (spin up / spin down) (eV): 6.040 / 4.513
Max |F| (eV/Å): 0.8